C46H49N4O2P2TeV | ωB97M-V/def2-TZVPD

Structure (XYZ):
```
105
Properties=species:S:1:pos:R:3:forces:R:3
V 0.9242 0.7093 1.4273 0.629 0.976 -0.504
C -3.3272 -4.0441 -2.1366 -0.037 -0.087 0.002
C -2.3844 -3.0478 -1.5283 -0.056 0.145 -0.064
C -1.3987 -3.4333 -0.6318 0.084 0.106 0.120
C -0.5497 -2.4917 -0.0555 -0.327 -0.131 -0.214
C 0.6294 -2.9140 0.7808 -0.018 0.123 -0.121
O 1.7208 -2.9114 0.2457 0.004 -0.041 0.028
C 0.4280 -3.2896 2.1947 0.035 -0.054 -0.040
C 1.5240 -3.7354 2.9365 -0.052 0.029 -0.007
C 1.3587 -4.0734 4.2650 0.031 0.002 0.037
C 0.1050 -3.9662 4.8604 0.008 -0.005 0.032
C -0.9879 -3.5309 4.1264 0.010 0.045 -0.011
C -0.8278 -3.1988 2.7895 -0.060 0.070 0.057
C -0.7015 -1.1548 -0.3880 0.487 0.476 0.265
O 0.1122 -0.2631 0.2475 -0.266 -0.142 -0.013
C -1.6133 -0.7280 -1.3635 -0.234 -0.367 0.010
C -2.4639 -1.7027 -1.8860 0.065 -0.052 0.032
C -1.5873 0.6174 -1.9868 0.056 0.078 -0.002
N -0.6328 1.4126 -1.6898 0.018 -0.133 -0.170
C -0.3602 2.5946 -2.4860 -0.029 0.068 0.043
C 0.9121 2.3272 -3.2948 0.131 -0.037 -0.135
Te 1.9174 0.5689 -2.6165 -0.065 0.079 0.566
C 1.1635 -0.7165 -4.0771 -0.033 -0.050 -0.136
C 1.1289 -0.3947 -5.4309 -0.013 -0.042 -0.006
C 0.5523 -1.2849 -6.3225 0.014 0.033 -0.021
C 0.0128 -2.4801 -5.8619 -0.018 -0.047 -0.002
C 0.0542 -2.7978 -4.5130 0.039 0.044 -0.032
C 0.6349 -1.9157 -3.6104 -0.051 -0.063 -0.044
C -2.6147 0.9276 -3.0277 0.002 0.047 0.088
C -3.7320 1.6777 -2.6787 -0.004 -0.023 -0.086
C -4.6732 2.0047 -3.6447 0.019 -0.016 0.013
C -4.4949 1.5855 -4.9551 -0.041 0.022 -0.012
C -3.3797 0.8366 -5.3022 0.014 -0.023 -0.019
C -2.4377 0.5023 -4.3403 -0.012 0.007 0.003
H -3.1757 -5.0383 -1.7204 -0.003 -0.007 -0.002
H -3.1901 -4.1069 -3.2170 -0.005 0.014 -0.018
H -4.3628 -3.7562 -1.9553 -0.013 -0.008 -0.013
H -1.2837 -4.4786 -0.3716 0.000 -0.039 0.006
H 2.4881 -3.8183 2.4521 -0.006 -0.015 -0.021
H 2.2004 -4.4315 4.8422 0.011 -0.011 0.017
H -0.0188 -4.2367 5.9003 -0.006 -0.003 0.023
H -1.9614 -3.4526 4.5916 -0.002 -0.024 0.000
H -1.6822 -2.8704 2.2105 0.007 0.021 -0.015
H -3.1927 -1.4067 -2.6282 -0.039 -0.009 -0.013
H -0.1862 3.4278 -1.8073 -0.018 0.002 -0.009
H -1.1648 2.8739 -3.1696 -0.020 -0.003 0.021
H 1.6396 3.1359 -3.2573 -0.023 0.020 -0.004
H 0.6856 2.0932 -4.3349 -0.004 0.077 -0.004
H 1.5455 0.5339 -5.8042 0.009 0.000 0.021
H 0.5254 -1.0489 -7.3775 0.005 0.004 -0.013
H -0.4335 -3.1709 -6.5642 -0.013 -0.007 -0.012
H -0.3570 -3.7334 -4.1602 -0.012 -0.027 0.018
H 0.6634 -2.1734 -2.5566 0.052 0.031 -0.019
H -3.8676 2.0018 -1.6542 -0.007 0.013 0.029
H -5.5443 2.5852 -3.3744 -0.016 0.010 0.001
H -5.2304 1.8396 -5.7060 -0.001 0.005 -0.014
H -3.2461 0.5078 -6.3242 0.003 -0.006 -0.008
H -1.5742 -0.0987 -4.6056 0.002 0.005 -0.001
C -3.2770 0.8686 5.0240 0.034 0.015 -0.059
C -2.1575 0.8529 5.8480 0.085 0.036 0.065
C -0.8871 0.6859 5.3193 -0.225 -0.069 0.025
C -0.7524 0.5372 3.9438 -0.045 -0.120 0.053
C -1.8644 0.5392 3.1096 -0.142 -0.094 0.037
C -3.1314 0.7075 3.6524 0.122 -0.123 0.016
N 0.5189 0.3678 3.3274 0.880 -1.109 1.573
N 1.4626 -0.0473 4.1327 -1.714 0.985 -1.030
C 2.5557 -0.4711 3.4311 0.976 -0.229 -0.385
C 3.6191 -1.0839 4.1017 -0.345 0.193 0.039
C 4.6016 -1.6889 3.3558 0.101 -0.096 -0.368
C 4.5017 -1.6871 1.9583 0.121 -0.114 0.405
C 3.4608 -1.0194 1.3655 -0.324 0.175 0.005
N 2.5163 -0.3827 2.0826 0.075 -0.125 -0.117
H -4.2607 0.9991 5.4530 -0.010 0.012 0.001
H -2.2746 0.9744 6.9162 -0.004 0.000 0.006
H -0.0172 0.6657 5.9579 0.030 0.021 -0.003
H -1.7557 0.3715 2.0411 0.053 0.051 0.019
H -4.0002 0.6947 3.0077 -0.007 0.002 0.003
H 3.6158 -1.1000 5.1814 0.010 0.033 0.030
H 5.4279 -2.1862 3.8440 0.027 -0.001 -0.001
H 5.2261 -2.1980 1.3419 0.043 0.001 0.008
H 3.3399 -0.9857 0.2904 0.043 0.047 0.069
C -1.7765 3.3451 1.2902 -0.082 0.203 0.032
P -0.0593 3.0517 1.7922 0.266 -0.766 -0.281
C 0.0467 3.5930 3.5196 -0.094 0.241 -0.007
C 0.9068 4.3003 0.8843 -0.060 0.193 0.099
C 2.3787 3.9237 0.9535 0.027 0.021 0.007
P 2.5464 2.1888 0.3339 -0.294 -0.697 0.351
C 4.3222 1.8668 0.6972 0.104 0.225 -0.042
C 3.7595 1.0573 -3.5218 -0.109 -0.023 -0.213
H -1.9883 4.4158 1.3282 -0.049 -0.024 -0.003
H -2.4615 2.8243 1.9570 0.017 0.038 -0.022
H -1.9265 2.9853 0.2715 0.038 -0.013 -0.002
H -0.0925 4.6749 3.5621 0.012 -0.025 0.096
H 1.0160 3.3368 3.9475 0.034 0.030 -0.018
H -0.7276 3.1089 4.1119 -0.002 0.043 -0.007
H 0.6970 5.2881 1.3035 0.052 -0.007 -0.029
H 0.5621 4.3075 -0.1503 0.004 -0.018 -0.005
H 2.7623 4.0083 1.9740 -0.026 0.011 0.003
H 2.9878 4.5835 0.3324 -0.036 0.007 -0.005
H 4.8810 2.7511 0.3821 0.073 -0.055 0.032
H 4.7065 1.0211 0.1296 -0.016 -0.010 -0.020
H 4.5253 1.6933 1.7545 0.001 0.023 0.021
H 4.2685 1.7740 -2.8819 -0.009 0.009 0.013
H 3.5757 1.4804 -4.5067 0.083 0.006 -0.007
H 4.3337 0.1381 -3.6052 0.052 0.015 -0.017
```
Positions in Å, forces in eV/Å.

Summary:
Net charge: +2
Electronic energy in a.u.: -4046.02331
2S+1: 1
Kohn-Sham gap (spin up / spin down) in eV: 5.8 / 5.8



C46H50BCl2EuN11O2S3 | ωB97M-V/def2-TZVPD

Structure (XYZ):
```
116
Properties=species:S:1:pos:R:3:forces:R:3
Eu 1.3444 -2.0574 1.4997 0.979 -0.209 0.678
C -4.2050 -0.9467 1.5743 -0.007 0.050 0.078
C -3.2908 -0.6445 0.4377 -0.937 -0.088 -1.022
C -3.7352 -0.6573 -0.8657 0.520 0.036 1.197
C -2.7928 -0.5559 -1.9168 0.441 0.142 -0.018
N -1.5533 -0.2350 -1.6796 0.228 0.412 -0.495
N -1.1383 -0.0230 -0.4120 -1.863 -1.090 0.519
B 0.0851 0.7059 -0.2100 0.744 0.919 -0.410
N 0.0739 1.6958 0.9071 0.490 0.718 0.968
N -1.0294 2.4359 0.9575 -0.735 0.157 -0.299
C -1.1626 3.3552 1.8706 0.205 -0.173 -0.059
C -0.1491 3.5666 2.8395 0.479 -0.446 -0.173
C 0.9862 2.8030 2.8119 -0.493 0.379 0.045
C 2.0813 2.9070 3.8107 0.067 0.032 0.024
C 1.0919 1.8145 1.7922 0.176 -0.367 -0.421
S 2.4001 0.7605 1.6522 -0.301 -0.007 -0.241
C -2.4450 4.1573 1.7982 -0.258 0.052 -0.180
C -3.6271 3.1861 1.9150 0.140 0.123 0.018
C -2.4808 4.8373 0.4228 -0.021 -0.079 0.152
C -2.5356 5.2160 2.8957 0.053 -0.228 -0.167
N 0.9476 1.0088 -1.3928 0.986 -0.332 -0.308
N 0.4080 2.0564 -2.0224 -0.683 0.633 0.010
C 0.9767 2.5589 -3.0761 -0.040 -0.137 0.274
C 2.2392 2.0706 -3.5071 0.149 -0.604 0.414
C 2.7987 0.9917 -2.8848 -0.226 0.546 -0.359
C 4.1236 0.4441 -3.2711 0.079 -0.066 -0.035
C 2.0705 0.3755 -1.8106 -0.109 -0.591 0.591
S 2.5990 -1.0647 -1.1111 0.148 0.090 -0.021
C 0.2394 3.6388 -3.8329 -0.205 0.167 -0.037
C -1.0894 3.9526 -3.1456 0.207 -0.046 -0.104
C -0.0282 3.1100 -5.2490 0.018 0.043 0.170
C 1.0875 4.9134 -3.9040 -0.071 -0.200 0.065
C -1.9185 -0.4187 0.6638 1.305 0.167 0.423
S -1.1900 -0.6504 2.1764 -0.259 0.139 -0.339
C -3.1576 -0.7883 -3.3723 0.058 -0.006 -0.357
C -2.1423 -1.7654 -3.9777 -0.094 0.146 0.087
C -4.5627 -1.3713 -3.5274 0.211 0.091 0.119
C -3.0827 0.5538 -4.1104 0.035 -0.143 0.128
H -5.2246 -0.6683 1.3212 -0.067 0.007 0.014
H -3.8836 -0.4288 2.4743 -0.096 0.027 0.058
H -4.1822 -2.0180 1.7812 0.023 -0.022 0.072
H -4.7826 -0.7997 -1.0699 -0.122 -0.090 -0.064
H -0.2788 4.3121 3.6046 -0.010 0.109 0.127
H 1.9147 3.7212 4.5103 -0.035 0.061 0.002
H 3.0315 3.0463 3.2974 0.101 0.037 0.055
H 2.1598 1.9685 4.3612 0.050 -0.046 0.049
H -3.5700 2.4302 1.1360 -0.037 -0.085 -0.090
H -4.5608 3.7321 1.8116 -0.142 0.042 -0.010
H -3.6216 2.6900 2.8828 -0.039 -0.087 0.144
H -2.4855 4.0845 -0.3601 0.003 -0.021 -0.129
H -1.6104 5.4762 0.2891 0.096 0.100 -0.061
H -3.3723 5.4515 0.3318 -0.130 0.077 -0.014
H -2.5060 4.7628 3.8834 0.002 0.006 0.181
H -3.4788 5.7473 2.8009 -0.076 0.058 -0.002
H -1.7322 5.9434 2.8078 0.093 0.123 0.053
H 2.7546 2.5505 -4.3241 0.056 0.040 -0.098
H 4.5743 1.0450 -4.0563 0.028 0.013 -0.029
H 4.0260 -0.5860 -3.6108 0.034 -0.060 -0.020
H 4.7782 0.4241 -2.4000 0.076 -0.029 0.002
H -1.6724 3.0467 -3.0087 -0.148 -0.057 0.039
H -1.6608 4.6527 -3.7496 -0.026 0.101 -0.067
H -0.9118 4.3916 -2.1688 -0.054 0.060 0.157
H -0.5862 2.1781 -5.2087 -0.079 -0.124 -0.055
H 0.8968 2.9332 -5.7904 0.117 -0.037 -0.114
H -0.6150 3.8343 -5.8067 -0.048 0.103 -0.087
H 1.3432 5.2543 -2.9038 0.048 0.102 0.109
H 0.5204 5.6967 -4.4005 -0.017 0.089 -0.067
H 2.0064 4.7553 -4.4615 0.143 0.021 -0.078
H -2.2346 -2.7384 -3.4999 0.044 -0.155 0.020
H -1.1317 -1.3918 -3.8385 0.124 -0.016 -0.027
H -2.3316 -1.8837 -5.0415 -0.039 -0.017 -0.102
H -4.6932 -2.2549 -2.9071 -0.084 -0.157 0.033
H -4.7193 -1.6623 -4.5626 -0.014 -0.005 -0.088
H -5.3234 -0.6387 -3.2724 -0.182 0.056 0.060
H -2.0846 0.9723 -4.0192 0.101 0.075 -0.009
H -3.7991 1.2611 -3.6982 -0.066 0.142 0.037
H -3.3122 0.4111 -5.1633 -0.027 -0.014 -0.122
Cl 7.8013 -4.6227 0.0537 0.397 0.052 0.043
C 6.1009 -4.5151 0.2417 -0.702 -0.565 -0.476
C 5.5700 -3.5723 1.0978 -0.382 0.238 0.082
C 4.1844 -3.4500 1.2504 0.385 -1.396 -1.271
N 3.5566 -2.5982 2.1237 -0.890 1.020 0.620
C 4.1949 -2.0867 3.1989 -0.325 -0.259 -0.343
O 5.3831 -2.1316 3.4813 -0.120 0.172 0.164
C 3.2262 -1.4682 4.1915 0.214 0.061 0.376
C 3.7641 -0.9936 5.3846 -0.084 -0.012 -0.180
C 2.9249 -0.4847 6.3552 -0.155 -0.066 -0.185
C 1.5605 -0.4807 6.1027 -0.008 -0.025 -0.116
C 1.1050 -0.9711 4.8900 -0.179 0.126 0.053
N 1.9057 -1.4538 3.9377 0.309 -0.131 0.058
C 3.3169 -4.3130 0.4863 2.040 0.242 0.068
C 3.8838 -5.2758 -0.3532 -0.286 0.240 0.112
C 5.2554 -5.3835 -0.4711 0.493 0.632 0.531
Cl 5.9275 -6.5916 -1.4867 0.018 -0.293 -0.288
N 1.9818 -4.1787 0.7543 -1.498 0.218 0.168
C 1.0011 -4.8683 0.1495 0.488 0.183 0.147
O 1.0248 -5.5049 -0.9005 -0.099 -0.291 0.122
C -0.3011 -4.7467 0.9176 -0.356 -0.399 0.049
C -1.3615 -5.5698 0.5512 0.136 0.116 -0.024
C -2.5431 -5.5096 1.2662 0.099 0.095 0.022
C -2.6110 -4.6599 2.3612 0.031 -0.030 0.014
C -1.5073 -3.8800 2.6622 -0.106 0.128 0.094
N -0.3834 -3.8819 1.9449 -0.033 -0.369 -0.249
H 6.2188 -2.9261 1.6682 0.021 -0.099 -0.097
H 4.8338 -1.0548 5.5118 0.057 -0.001 -0.037
H 3.3176 -0.1071 7.2867 0.030 0.018 0.095
H 0.8593 -0.1085 6.8308 -0.129 0.032 0.067
H 0.0430 -0.9675 4.6672 0.002 -0.006 0.049
H 3.2389 -5.9458 -0.8990 0.046 -0.009 -0.045
H -1.2260 -6.2352 -0.2900 0.034 0.036 0.002
H -3.3886 -6.1186 0.9780 -0.031 -0.052 0.056
H -3.5013 -4.6014 2.9709 0.024 0.000 0.066
H -1.5217 -3.2102 3.5130 -0.086 0.023 -0.018
N 0.0403 -3.0455 -1.7878 -0.195 0.367 0.386
C 0.0820 -2.4914 -0.7703 -0.195 -0.565 -0.939
H 0.1657 -3.6350 -2.5875 0.021 -0.082 0.024
```
Positions in Å, forces in eV/Å.

Summary:
Net charge: +1
Electronic energy in a.u.: -5385.78261
2S+1: 7
Expectation value of S²: 12.015
Kohn-Sham gap (spin up / spin down) in eV: 4.2 / 4.2